[1]
{"formula": "CH7NOP2", "method": "ωB97M-V with the def2-TZVPD basis set", "symbols": ["C", "N", "O", "P", "P", "H", "H", "H", "H", "H", "H", "H"], "coordinates": [[0.3380, 1.3963, 0.9090], [-0.4452, 0.5332, 0.0395], [0.3463, -0.0011, -0.9328], [0.4842, -1.6169, -0.9634], [-1.2673, -2.4369, -0.2360], [-0.2040, 2.0437, 1.5446], [0.9687, 0.7475, 1.5377], [0.9982, 2.0271, 0.4952], [-1.2132, 0.9350, -0.4536], [0.5744, -1.6061, -2.3188], [1.9180, -1.7689, -0.6601], [-1.1668, -1.5727, 0.8274]], "forces_ev_per_a": [[-0.701, -2.851, 1.352], [-0.740, 0.816, 1.846], [1.765, 0.520, -1.018], [-0.115, 0.300, 0.531], [0.198, -1.395, -0.911], [-1.395, 0.132, 0.717], [-0.380, 0.061, 0.072], [2.424, 2.232, -2.536], [-0.380, 0.714, -0.055], [0.162, -0.899, -1.047], [-1.087, -0.061, 0.197], [0.249, 0.431, 0.852]], "relative_energy_kcal_mol": 29.9, "homo_ev": -7.561, "energy_ev": -23261.7987, "smiles": "CNO[PH2]=P", "gap_ev": 8.3}

---

[2]
{"formula": "C3H4FN4", "method": "ωB97M-V with the def2-TZVPD basis set", "symbols": ["C", "C", "C", "N", "N", "N", "N", "F", "H", "H", "H", "H"], "coordinates": [[0.9553, -0.7395, -0.3024], [0.9509, 1.4239, 0.5509], [0.2046, 0.5481, -0.3336], [-1.2474, -1.5102, 0.4204], [1.7889, -1.5331, -0.5353], [-2.1568, -2.0086, -0.0909], [-3.1271, -2.5220, -0.4014], [0.3032, 1.0233, -1.6242], [2.0350, 1.4263, 0.3492], [0.5858, 2.5008, 0.4103], [0.5439, 1.0891, 1.5488], [-0.8364, 0.3018, 0.0082]], "forces_ev_per_a": [[1.915, -1.958, -1.580], [-0.833, 2.844, 1.745], [-0.182, -1.625, -0.234], [1.771, 0.743, 0.757], [-1.824, 1.719, 0.852], [-0.587, -0.286, 1.349], [-2.009, -1.136, -1.664], [-0.426, 0.215, -0.816], [-0.469, -0.288, 0.598], [0.392, -1.329, 0.218], [1.400, 0.525, -0.454], [0.851, 0.575, -0.771]], "relative_energy_kcal_mol": 41.0, "homo_ev": -3.159, "energy_ev": -11851.9802, "gap_ev": 7.0, "total_charge": -1}

---

[3]
{"formula": "C10H18CaF6N7O5S2SbSe4", "method": "ωB97M-V with the def2-TZVPD basis set", "symbols": ["Ca", "Se", "Sb", "Se", "Se", "Se", "C", "N", "C", "N", "C", "N", "C", "N", "C", "C", "H", "H", "H", "H", "H", "H", "H", "H", "H", "H", "H", "H", "C", "N", "C", "N", "O", "H", "H", "H", "H", "H", "H", "F", "C", "F", "F", "S", "O", "O", "N", "S", "O", "O", "C", "F", "F", "F"], "coordinates": [[2.2185, 1.7499, 0.1529], [1.1344, 3.2031, 5.2041], [2.4059, 1.6342, 3.8078], [0.8094, 0.5106, 2.1861], [3.9163, 2.8375, 2.1756], [3.6991, -0.0061, 5.0522], [-1.8368, -1.4495, -0.7126], [-0.8181, -1.6611, 0.3009], [0.1394, -2.6398, -0.1911], [-0.5118, -3.9293, -0.5023], [-1.5552, -3.6712, -1.4968], [-2.5546, -2.6990, -1.0410], [-3.1407, -3.2096, 0.2021], [-2.1475, -3.4517, 1.2491], [-1.4412, -2.1790, 1.5097], [-1.1648, -4.4025, 0.7218], [-1.3671, -1.0613, -1.6183], [-2.5550, -0.7099, -0.3526], [0.9047, -2.7978, 0.5711], [0.6153, -2.2555, -1.0960], [-2.0617, -4.6134, -1.7299], [-1.0855, -3.2908, -2.4070], [-3.6613, -4.1480, -0.0154], [-3.8688, -2.4824, 0.5698], [-0.6720, -2.3335, 2.2670], [-2.1505, -1.4431, 1.8924], [-1.6697, -5.3501, 0.5070], [-0.4011, -4.5752, 1.4826], [-1.6759, 4.0265, 2.8204], [-0.3493, 3.9826, 2.2611], [-0.0778, 3.9753, 0.9628], [-1.1309, 4.2766, 0.1134], [1.0356, 3.7080, 0.4811], [-1.5802, 3.7348, 3.8655], [-2.3394, 3.3212, 2.3149], [-2.1174, 5.0305, 2.7777], [0.4011, 3.7641, 2.9245], [-1.8295, 4.9142, 0.4570], [-0.8247, 4.4419, -0.8312], [0.2683, 0.1531, -4.3882], [0.3359, 1.4426, -4.0684], [1.2992, 2.0180, -4.7826], [-0.8262, 2.0215, -4.3883], [0.6195, 1.6487, -2.2345], [-0.7004, 1.6007, -1.6964], [1.4204, 2.8302, -2.0284], [1.4252, 0.3384, -1.7673], [2.8380, -0.0486, -2.4362], [3.5461, 1.0916, -2.9565], [2.7138, -1.2182, -3.2511], [3.8867, -0.5726, -0.9724], [3.1617, -1.0067, 0.0489], [4.6048, 0.4756, -0.5445], [4.7157, -1.5256, -1.3705]], "forces_ev_per_a": [[0.312, 1.310, 1.891], [-0.002, 0.082, -0.054], [0.198, -0.207, -0.282], [-0.084, -0.139, 0.273], [0.099, -0.107, 0.036], [-0.058, -0.022, 0.011], [0.004, -0.027, -0.009], [0.006, 0.091, -0.133], [0.016, -0.011, 0.019], [-0.005, 0.001, 0.012], [0.004, -0.006, 0.000], [0.000, 0.007, -0.001], [-0.003, -0.007, -0.003], [0.009, -0.001, 0.000], [0.003, -0.012, -0.003], [0.005, -0.009, 0.003], [0.000, -0.003, 0.005], [-0.001, 0.001, 0.002], [0.002, 0.009, 0.001], [-0.017, -0.003, -0.002], [-0.001, 0.000, 0.003], [0.001, 0.004, 0.002], [0.001, -0.001, 0.002], [0.003, 0.002, 0.002], [0.001, 0.016, 0.003], [-0.009, -0.003, -0.006], [-0.002, 0.003, 0.001], [0.000, 0.004, 0.001], [-0.009, -0.013, 0.022], [0.076, 0.129, 0.132], [0.010, 0.005, -0.184], [0.047, 0.104, 0.011], [-0.318, -0.027, 0.101], [-0.006, 0.008, 0.000], [0.004, -0.006, 0.005], [0.004, 0.000, -0.005], [0.009, -0.076, -0.009], [-0.039, -0.042, 0.008], [-0.007, -0.055, -0.011], [-0.043, 0.064, 0.007], [0.056, 0.202, -0.031], [-0.018, -0.065, 0.005], [0.081, -0.002, -0.018], [0.036, -0.573, -0.338], [0.065, -0.052, 0.027], [-0.212, -0.208, -0.545], [0.146, 0.002, -0.301], [-0.089, 0.102, -0.674], [-0.046, -0.141, 0.035], [0.040, -0.077, 0.182], [0.004, -0.132, 0.121], [-0.107, -0.073, -0.129], [-0.220, -0.033, -0.147], [0.057, -0.013, -0.039]], "relative_energy_kcal_mol": 41.4, "homo_ev": -1.272, "energy_ev": -355674.0993, "gap_ev": 5.3, "total_charge": -2}

---

[4]
{"formula": "C2H6N2O2S", "method": "ωB97M-V with the def2-TZVPD basis set", "symbols": ["C", "C", "H", "H", "H", "H", "H", "H", "N", "N", "O", "O", "S"], "coordinates": [[0.6296, -0.2528, 1.1369], [0.2630, -0.1683, -0.2679], [-1.5148, 0.6747, 1.6904], [0.3879, -1.2392, 1.5600], [1.7155, 0.0279, 1.3483], [2.0592, 0.8411, -0.8186], [-0.1177, 0.8680, -2.3032], [-2.4324, -1.3369, -0.3378], [1.2320, 0.2268, -1.1694], [-0.9297, -0.3880, -0.8021], [0.8090, 0.6148, -2.4096], [-1.7827, -0.8442, 0.1686], [-0.3190, 0.9761, 2.2045]], "forces_ev_per_a": [[0.689, 0.369, 2.272], [-1.591, 0.433, -2.702], [-0.075, -0.031, 0.050], [0.318, 0.292, -0.304], [-1.412, -0.640, -0.511], [-2.341, -1.329, -0.707], [-0.395, 0.057, 0.091], [-0.218, 0.001, 0.058], [2.247, 1.021, 1.860], [3.070, 0.607, 0.366], [0.193, 0.054, -0.748], [-1.045, -0.541, 0.833], [0.561, -0.293, -0.560]], "relative_energy_kcal_mol": 92.4, "homo_ev": -8.553, "energy_ev": -20078.0802, "smiles": "O/N=C(\\CS)NO", "gap_ev": 9.4}